No. 1
C4H11NO | ωB97M-V with the def2-TZVPD basis set

Orbital gap (alpha / beta): 10.01 / 5.04 eV
ΔE to the lowest compared entry with this formula, charge and spin: 89.2 kcal per mole
Charge: +1
<S²>: 0.755
Multiplicity: 2

Geometry as XYZ:
```
17
C4H11NO ωB97M-V with the def2-TZVPD basis set
H -0.144 1.382 3.298
N 0.933 -1.142 1.376
O -1.131 -0.285 1.450
C 0.224 0.229 -2.271
H 0.711 -1.934 0.736
C 0.033 -0.099 1.663
H 1.994 -1.056 1.433
H -0.217 1.999 1.609
H 0.269 1.159 -1.644
H -1.030 -1.697 -1.730
C -1.084 -0.582 -1.832
H -1.779 -0.371 -0.914
H 1.164 -0.047 -1.820
H -1.716 -0.555 -2.702
H 1.382 1.541 2.358
H -0.026 0.300 -3.282
C 0.417 1.159 2.273
```



No. 2
C7H15ClS | ωB97M-V with the def2-TZVPD basis set

Orbital gap (alpha / beta): 8.50 / 7.80 eV
<S²>: 2.007
Multiplicity: 3

Geometry as XYZ:
```
24
C7H15ClS ωB97M-V with the def2-TZVPD basis set
H -1.339 2.773 0.096
C -1.167 0.617 0.056
C 3.091 -0.575 0.563
H -0.839 2.072 1.631
C -1.023 0.549 -1.464
C -0.730 1.998 0.553
C -0.268 -0.425 0.722
H -2.919 -0.647 0.172
H -0.510 -0.507 1.783
H 3.537 -2.534 0.020
H 2.172 -1.843 -0.804
H 0.312 2.185 0.301
H 0.021 0.666 -1.753
H -1.379 -0.411 -1.835
H -1.606 1.337 -1.935
H 0.130 -2.734 1.013
C -2.621 0.359 0.456
H -3.283 1.066 -0.039
H 0.796 -0.167 0.625
Cl 3.816 0.875 0.119
H 3.819 -1.396 -1.342
S -0.458 -2.101 0.002
C 3.196 -1.622 -0.472
H -2.748 0.466 1.532
```



No. 3
C2H3IO2S | ωB97M-V with the def2-TZVPD basis set

Orbital gap (alpha / beta): 6.87 / 6.66 eV
ΔE to the lowest compared entry with this formula, charge and spin: 13.7 kcal per mole
<S²>: 2.008
Multiplicity: 3

Geometry as XYZ:
```
9
C2H3IO2S ωB97M-V with the def2-TZVPD basis set
C -0.769 1.540 0.649
C 0.898 -1.672 -0.839
I 0.691 -3.532 0.253
S 0.333 0.873 -0.692
O 0.308 -0.748 -0.117
H -0.432 1.065 1.565
H -1.885 1.444 0.465
H -0.647 2.686 0.603
O 1.503 -1.657 -1.887
```



No. 4
C31H41F6NO4P | ωB97M-V with the def2-TZVPD basis set

Orbital gap: 7.92 eV
Charge: +1

Geometry as XYZ:
```
84
C31H41F6NO4P ωB97M-V with the def2-TZVPD basis set
H -6.259 1.388 -0.594
C -6.063 -0.186 0.867
H 5.338 1.366 3.092
H -7.718 0.799 1.857
C -1.704 -3.888 -1.215
N 3.671 3.132 -3.140
H -2.986 3.153 -0.453
H -0.351 2.237 1.333
H -7.198 -0.763 -0.904
C -5.466 0.801 -0.127
C -1.144 0.305 0.924
H -6.782 -2.105 0.142
C 1.991 1.641 -1.873
C 3.199 2.660 -4.473
C 5.148 3.359 -3.198
C -0.186 1.175 1.449
H 2.003 0.880 -1.086
H 0.300 2.422 -1.286
H -2.903 1.817 1.933
H -6.129 1.334 2.456
H -8.073 -1.029 0.628
H -3.713 2.020 -1.619
C -3.303 1.142 1.173
F 2.350 -7.545 -0.163
C 0.956 0.701 2.089
H -4.619 3.407 -1.035
F 1.635 -5.970 1.810
H -4.984 0.242 -0.929
C 1.953 -5.345 0.658
H 3.516 1.403 4.664
C 0.397 -3.021 1.779
H 1.951 4.370 -2.996
O -2.220 0.811 0.260
H 5.355 4.096 -3.970
H -3.603 0.227 1.674
P 2.138 1.969 2.691
C -4.442 1.814 0.419
O -3.051 -1.972 0.471
H 2.118 2.561 -4.454
C 3.014 4.444 -2.814
H 3.808 2.513 -1.145
H -5.293 -0.859 1.226
H 3.446 5.201 -3.466
C -6.704 0.490 2.089
C -1.860 -2.090 0.483
H 1.583 1.180 -2.778
C 0.680 -4.868 -0.015
F 0.700 -6.491 -1.732
H 3.666 1.702 -4.692
H 5.481 3.724 -2.230
H 5.411 0.297 1.678
C 0.122 -5.435 -1.154
H -2.605 -3.481 -1.646
C -1.041 -4.970 -1.759
H 5.639 2.419 -3.437
H 4.141 2.564 1.501
C -0.014 -3.766 0.537
C 0.219 -1.544 1.690
H 3.387 1.166 0.779
C 2.458 1.444 4.431
F 3.169 -5.891 -1.311
H 4.300 -0.050 2.997
C 4.758 0.746 2.418
H 4.028 1.224 -2.346
F 4.020 -6.430 0.590
C 3.676 1.608 1.732
C -7.108 -1.069 0.134
C -0.931 -1.071 1.048
C 2.877 -6.341 -0.096
H 3.212 4.685 -1.774
C -3.898 2.643 -0.752
F 2.735 -4.286 0.951
O 0.779 -3.528 2.790
H 3.485 3.397 -5.219
O 1.194 2.739 -1.463
H 2.033 -1.073 2.715
H -6.732 -0.228 2.905
H 2.028 2.215 5.061
C 3.423 2.088 -2.071
H -1.416 -5.447 -2.650
C 1.157 -0.674 2.225
H 1.974 0.505 4.678
C -1.177 -3.287 -0.076
H -4.946 2.479 1.112
```



No. 5
C4H4F3O3S | ωB97M-V with the def2-TZVPD basis set

Orbital gap: 7.99 eV
ΔE to the lowest compared entry with this formula, charge and spin: 12.3 kcal per mole
Charge: -1

Geometry as XYZ:
```
15
C4H4F3O3S ωB97M-V with the def2-TZVPD basis set
C -0.202 -0.642 -1.436
S -1.357 0.019 -0.034
F 2.234 -0.062 -0.752
H 1.226 1.350 -1.490
C -0.165 -0.340 1.379
H -0.811 -0.623 -2.370
F 0.186 -1.902 -1.014
O -2.201 0.422 1.823
C 1.320 0.320 -1.623
H 0.049 -1.347 1.486
H 0.790 0.229 1.394
F 1.625 0.067 -2.944
O -0.646 0.742 3.456
C -1.056 0.329 2.387
O -0.992 1.435 -0.263
```



No. 6
H10O5 | ωB97M-V with the def2-TZVPD basis set

Orbital gap (alpha / beta): 2.67 / 10.96 eV
ΔE to the lowest compared entry with this formula, charge and spin: 12.7 kcal per mole
Charge: -1
<S²>: 0.750
Multiplicity: 2

Geometry as XYZ:
```
15
H10O5 ωB97M-V with the def2-TZVPD basis set
O -0.630 -2.697 0.574
H -0.688 -1.873 0.091
H -1.533 -3.008 0.631
H -2.718 1.518 -2.511
H 2.930 -2.132 0.141
O 2.373 -2.010 -0.627
O 1.349 2.217 1.908
O -1.867 1.789 -2.165
O -0.383 -0.064 -0.300
H 0.423 2.323 2.124
H -2.023 2.661 -1.801
H 0.309 0.359 0.208
H -0.841 0.658 -0.730
H 1.760 1.958 2.733
H 1.539 -1.699 -0.273
```



Number 1: energy -7852.4738 eV. Number 2: energy -30856.2398 eV. Number 3: energy -25149.2938 eV. Number 4: energy -68079.4289 eV. Number 5: energy -29342.2083 eV. Number 6: energy -10399.1578 eV.